DFT (ωB97M-V/def2-TZVPD) results for C4H8N2O in the gas phase.

```
! RIJCOSX wB97M-V def2-TZVPD def2/J DEFGRID3
* xyz 0 1
N -3.13635 -0.40514 -0.22202
N -2.46942 0.84830 -0.28849
C -1.35401 0.73563 0.23163
C -0.21088 0.25186 0.63936
C 0.66037 -0.43497 -0.38729
C 2.05479 0.15517 -0.42401
O 2.59573 -0.00994 0.87470
H -4.12020 -0.25887 -0.39027
H -3.02549 -0.77043 0.72055
H 0.08487 0.30043 1.68248
H 0.18264 -0.34636 -1.36952
H 0.74038 -1.50730 -0.16285
H 1.98442 1.21806 -0.69619
H 2.66534 -0.35829 -1.18449
H 3.34781 0.58184 0.97640
*
```

Computed properties:
* E_HOMO: -9.05 eV
* structure (SMILES): NN=C=CCCO
* maximum force: 0.71 eV Å⁻¹
* frontier orbital gap: 9.97 eV
* ΔE to the lowest compared entry with this formula, charge and spin: 3.7393 eV

Which charges does Mulliken predict for the atoms? In e, they are: number 1, N, carries -0.46; number 2, N, carries -0.36; number 3, C, carries 0.35; number 4, C, carries -0.50; number 5, C, carries -0.45; number 6, C, carries -0.43; number 7, O, carries -0.51; number 8, H, carries 0.26; number 9, H, carries 0.24; number 10, H, carries 0.34; number 11, H, carries 0.32; number 12, H, carries 0.28; number 13, H, carries 0.33; number 14, H, carries 0.29; number 15, H, carries 0.30

=====

DFT (ωB97M-V/def2-TZVPD) results for C26H20Br2N4O2Os as an isolated structure.

```
! RIJCOSX wB97M-V def2-TZVPD def2/J DEFGRID3
* xyz 2 1
Os -0.24999 -0.19886 -0.72081
O -1.95885 -1.08029 -0.27885
C -3.10557 -0.57994 0.21188
C -3.94847 -1.44650 0.89810
C -5.14260 -0.97240 1.41298
C -5.52449 0.36153 1.25413
C -4.70253 1.21088 0.55467
C -3.47953 0.74983 0.03087
C -2.73326 1.60531 -0.82250
N -1.56486 1.37505 -1.32093
C -1.16551 2.26968 -2.42664
C 0.26745 2.01378 -2.88607
N 0.86854 0.84749 -2.19626
C 2.06744 0.55437 -2.57717
C 2.82710 -0.60231 -2.23070
C 4.16745 -0.68627 -2.64909
C 4.89648 -1.82892 -2.42153
C 4.28189 -2.91377 -1.79080
C 2.96112 -2.85727 -1.37876
C 2.22731 -1.69748 -1.59136
O 0.93964 -1.68454 -1.19627
H -3.66031 -2.48289 1.01108
H -5.79114 -1.65498 1.94675
H -6.46430 0.71302 1.65495
H -4.99229 2.24119 0.38492
H -3.22828 2.52749 -1.12945
H -1.31917 3.30727 -2.12725
H -1.83726 2.07443 -3.26117
H 0.91085 2.88405 -2.75036
H 0.25074 1.79562 -3.95226
H 2.54870 1.25193 -3.26358
H 4.61348 0.15827 -3.16101
H 5.92569 -1.89649 -2.74322
H 4.84587 -3.82169 -1.62066
H 2.48412 -3.70478 -0.90540
Br 2.10864 4.22115 3.72023
C 1.45119 3.01145 2.47593
C 1.13448 3.41239 1.18404
C 0.65142 2.48405 0.29543
N 0.46032 1.18273 0.59967
C 0.76932 0.80272 1.86202
C 1.26155 1.68255 2.80826
C 0.53863 -0.60880 2.12751
C 0.74583 -1.25171 3.33519
C 0.47620 -2.60802 3.41765
Br 0.73764 -3.51730 5.01808
C 0.00780 -3.27985 2.29291
C -0.17507 -2.57420 1.12749
N 0.09009 -1.25990 1.05318
H 1.26266 4.43783 0.86785
H 0.40907 2.80391 -0.70229
H 1.49785 1.33272 3.80195
H 1.10749 -0.71661 4.19986
H -0.21431 -4.33670 2.32630
H -0.53624 -3.05018 0.23054
*
```

Computed properties:
* E_HOMO: -13.79 eV
* maximum force: 0.84 eV Å⁻¹
* frontier orbital gap: 6.93 eV
* ΔE to the lowest compared entry with this formula, charge and spin: 1.6756 eV

Which charges does Mulliken predict for the atoms? In e, they are: number 1, Os, carries 1.69; number 2, O, carries -0.84; number 3, C, carries 0.61; number 4, C, carries -0.45; number 5, C, carries -0.54; number 6, C, carries -0.80; number 7, C, carries -0.76; number 8, C, carries 0.31; number 9, C, carries 0.11; number 10, N, carries -0.18; number 11, C, carries -0.96; number 12, C, carries -1.13; number 13, N, carries -0.11; number 14, C, carries 0.09; number 15, C, carries 0.46; number 16, C, carries -0.78; number 17, C, carries -0.80; number 18, C, carries -0.54; number 19, C, carries -0.47; number 20, C, carries 0.48; number 21, O, carries -0.77; number 22, H, carries 0.52; number 23, H, carries 0.42; number 24, H, carries 0.44; number 25, H, carries 0.42; number 26, H, carries 0.45; number 27, H, carries 0.49; number 28, H, carries 0.49; number 29, H, carries 0.52; number 30, H, carries 0.52; number 31, H, carries 0.46; number 32, H, carries 0.41; number 33, H, carries 0.43; number 34, H, carries 0.42; number 35, H, carries 0.51; number 36, Br, carries -0.04; number 37, C, carries -0.37; number 38, C, carries -0.80; number 39, C, carries 0.15; number 40, N, carries 0.18; number 41, C, carries 0.78; number 42, C, carries -0.86; number 43, C, carries 0.61; number 44, C, carries -0.82; number 45, C, carries -0.28; number 46, Br, carries -0.06; number 47, C, carries -0.64; number 48, C, carries -0.36; number 49, N, carries 0.44; number 50, H, carries 0.53; number 51, H, carries 0.15; number 52, H, carries 0.53; number 53, H, carries 0.55; number 54, H, carries 0.51; number 55, H, carries 0.71

=====

DFT (ωB97M-V/def2-TZVPD) results for C4H6OS as an isolated structure.

```
! RIJCOSX wB97M-V def2-TZVPD def2/J DEFGRID3
* xyz 0 1
C 0.48848 -1.31459 0.00574
C -0.06684 0.00691 0.45316
C 0.52682 1.25633 -0.22684
C -1.49484 0.34825 -0.06956
H 0.44705 -1.37122 -1.06207
H -0.00470 -2.18669 0.44350
H 1.52399 -1.37626 0.32235
H -0.05734 0.11440 1.55791
H 0.99498 1.01534 -1.18207
H 1.26768 1.73671 0.38173
O -2.50704 -0.24111 -0.24254
S -1.11826 2.01194 -0.38131
*
```

Computed properties:
* E_HOMO: -9.55 eV
* maximum force: 1.69 eV Å⁻¹
* frontier orbital gap: 10.23 eV
* ΔE to the lowest compared entry with this formula, charge and spin: 0.5246 eV

Which charges does Mulliken predict for the atoms? In e, they are: number 1, C, carries -1.37; number 2, C, carries 0.33; number 3, C, carries -0.71; number 4, C, carries 0.37; number 5, H, carries 0.36; number 6, H, carries 0.33; number 7, H, carries 0.36; number 8, H, carries 0.30; number 9, H, carries 0.33; number 10, H, carries 0.36; number 11, O, carries -0.52; number 12, S, carries -0.14

=====

Q: Among the records above, which one has the highest maximum force?
A: C4H6OS

=====

Q: What is the formula in the first record?
A: C4H8N2O

=====

Q: Which of these has the lowest E_HOMO?
A: C26H20Br2N4O2Os

=====

Q: The highest ΔE to the lowest compared entry with this formula, charge and spin belongs to which entry?
A: C4H8N2O